1.
# C29H37BrF10NO28PS7

A cluster of 7 separate species, C29H37BrF10NO28PS7 in total in a non-equilibrium geometry (the ωB97M-V functional and the def2-TZVPD basis, the Open Molecules 2025 dataset).

Computed properties:
* total charge: 0
* 2S+1: 1
* SMILES string: C=CCN1C(=O)c2c(P(O)Br)cc(CCC(F)(F)C(F)(F)S(F)(F)(F)(F)F)c(CC(=O)F)c2C1=O.O=S1(=O)OCCO1.O=S1(=O)OCCO1.O=S1(=O)OCCO1.O=S1(=O)OCCO1.O=S1(=O)OCCO1.O=S1(=O)OCCO1
* orbital gap: 5.96 eV
* F_max: 6.07 eV/A

Each line ends with the Löwdin charge.
CARTESIAN COORDINATES (ANGSTROEM)
Br1 -2.10492 -7.61344 1.31126  0.219
S1 -5.01622 5.53011 5.58800  0.643
S2 -7.12476 8.23497 0.45686  0.652
S3 2.11467 -0.83824 3.57528  1.010
S4 7.29586 -0.13072 -7.17761  0.651
S5 6.71687 2.26867 -0.84713  0.644
S6 8.90062 -2.64146 0.39121  0.660
S7 -0.68027 -2.44171 -5.64424  0.656
P1 -2.96579 -6.40987 -0.42381  0.587
F1 -0.32571 -0.56659 4.63357  0.054
F2 3.50106 -0.08797 2.99859  -0.177
F3 1.78557 0.55189 4.49611  -0.187
F4 0.93856 -2.20850 5.57494  0.055
F5 0.57780 -4.08624 3.64326  0.044
F6 2.53781 -2.18401 2.69016  -0.151
F7 1.28444 -0.11823 2.31903  -0.163
F8 -3.78517 1.93228 2.05722  0.027
F9 -0.25208 -2.53935 2.06695  0.055
F10 3.00892 -1.42500 4.87790  -0.176
O1 -4.92178 6.86786 6.09143  -0.228
O2 -5.27916 -5.10414 -2.78426  0.065
O3 -6.84810 9.61344 1.26837  -0.191
O4 -0.74808 -3.85942 -6.43007  -0.185
O5 9.59383 -1.54180 -0.57953  -0.190
O6 -3.77063 4.67062 6.17592  -0.187
O7 -8.51079 8.18239 0.10211  -0.225
O8 6.41038 1.12769 -6.65841  -0.190
O9 -1.60974 -6.08100 -1.46392  -0.409
O10 8.09549 -0.41316 -5.79326  -0.191
O11 8.22761 0.34488 -8.15535  -0.228
O12 6.35898 0.81355 -1.47001  -0.206
O13 -3.00604 0.38674 0.44432  0.098
O14 6.16968 3.27129 -1.71350  -0.229
O15 -6.87103 7.20856 1.68918  -0.187
O16 -6.20326 4.73592 5.70387  -0.221
O17 6.41311 -1.23412 -7.41681  -0.228
O18 -6.07033 8.05991 -0.49816  -0.230
O19 -1.01379 -3.00628 -4.15903  -0.199
O20 7.56147 -2.21843 0.67729  -0.240
O21 -6.67699 -0.80409 -0.94453  0.076
O22 -1.78646 -1.63812 -6.07814  -0.252
O23 0.67229 -1.97413 -5.65809  -0.218
O24 9.81427 -2.37120 1.70498  -0.188
O25 9.21262 -3.94492 -0.11396  -0.217
O26 5.77941 2.17165 0.47411  -0.184
O27 -4.55614 5.52876 4.02844  -0.208
O28 8.08806 2.26253 -0.43083  -0.234
N1 -5.90602 -2.78103 -2.23573  0.001
C1 -1.53306 -4.33283 -4.27087  -0.169
C2 -3.49553 -4.69961 0.17802  -0.315
C3 -2.69382 -2.11563 3.36514  -0.142
C4 -0.83708 -4.92727 -5.48558  -0.161
C5 10.48514 -0.72508 0.18161  -0.167
C6 -3.23177 5.00399 3.92266  -0.164
C7 -3.78259 -0.55692 -3.83132  0.021
C8 -5.89351 -2.24164 -3.62652  -0.157
C9 -0.08167 -2.81172 3.45336  -0.299
C10 -6.21737 7.90674 2.74872  -0.182
C11 -5.20776 -0.80632 -3.77365  -0.131
C12 4.86057 1.08932 0.31502  -0.161
C13 -5.99528 -1.84116 -1.11996  -0.286
C14 -4.50911 -3.85161 -0.63560  -0.018
C15 -3.34564 -2.69971 2.02652  -0.080
C16 -1.58412 -3.04730 4.04840  -0.075
C17 6.46444 1.17852 -5.23263  -0.173
C18 -3.79401 0.68082 1.37308  -0.292
C19 -3.08343 4.04469 5.09361  -0.171
C20 -2.91440 -4.10374 1.51935  -0.010
C21 -4.40788 -1.84058 1.24496  -0.039
C22 -4.87555 -0.41839 1.79874  -0.043
C23 10.96016 -1.60756 1.32626  -0.169
C24 -5.25651 -4.10442 -2.02576  -0.275
C25 -4.95333 -2.46526 -0.07815  0.050
C26 7.84374 0.64792 -4.87161  -0.171
C27 -6.73945 9.33289 2.66424  -0.165
C28 5.60586 0.05839 -0.51759  -0.159
C29 0.57635 -1.62685 4.30690  -0.297
H1 -6.06958 10.04650 3.14552  0.138
H2 -5.90802 -0.20342 1.34982  0.131
H3 -5.14002 7.87005 2.56315  0.131
H4 4.92838 -0.62890 -1.02597  0.144
H5 -3.55103 -2.00909 4.13976  0.135
H6 -1.33897 -4.90070 -3.36126  0.100
H7 -5.88751 0.12466 -3.88797  0.114
H8 -2.32818 -1.03580 3.16789  0.124
H9 -2.52755 5.83692 4.00341  0.136
H10 -3.11128 -0.82306 -4.72857  0.045
H11 -3.26760 -0.00219 -2.96463  0.072
H12 5.67687 0.52800 -4.84073  0.134
H13 -2.14420 -4.77732 2.05041  0.058
H14 3.98248 1.46700 -0.21771  0.137
H15 -7.73615 9.41516 3.10693  0.135
H16 -5.36111 -2.94675 -4.37725  0.138
H17 6.30402 2.19643 -4.87656  0.136
H18 -6.98547 -2.15370 -3.98707  0.128
H19 -2.61328 -4.26076 -4.43054  0.128
H20 -1.27092 -5.20213 -1.15033  0.052
H21 -1.39163 -5.76535 -5.90930  0.139
H22 8.61098 1.41388 -5.01654  0.135
H23 11.31009 -0.37808 -0.44171  0.139
H24 -1.50085 -2.76228 5.16968  0.136
H25 -3.57734 3.09055 4.88688  0.127
H26 7.88874 0.27979 -3.84570  0.126
H27 -1.86346 -4.17093 4.05936  0.140
H28 -5.03937 -0.47904 2.94464  0.134
H29 -2.04021 3.86372 5.35319  0.138
H30 9.92383 0.13681 0.55367  0.127
H31 -6.43510 7.43998 3.70897  0.118
H32 -3.09483 4.50567 2.96207  0.130
H33 11.73524 -2.30400 0.99289  0.134
H34 0.17845 -5.25069 -5.24020  0.136
H35 6.30796 -0.51168 0.09593  0.099
H36 11.33309 -1.02811 2.17091  0.138
H37 4.55455 0.69761 1.28509  0.110

---

2.
# C29H37Cl5CsN5O4S4

A structure of composition C29H37Cl5CsN5O4S4 (the ωB97M-V functional and the def2-TZVPD basis, the Open Molecules 2025 dataset).

Computed properties:
* total charge: 0
* 2S+1: 1
* energy above the lowest of the compared OMol25 structures with the same formula, charge and spin: 7.2 kcal/mol
* orbital gap: 7.22 eV
* F_max: 0.60 eV/A

Each line ends with the Löwdin charge.
CARTESIAN COORDINATES (ANGSTROEM)
Cs1 0.55149 0.03389 -0.95127  1.110
Cl1 2.47351 5.25727 -0.61701  0.683
Cl2 4.30276 6.09581 1.73552  0.670
Cl3 6.12985 1.02377 2.08714  0.728
Cl4 6.16135 3.98121 3.08000  0.685
Cl5 2.58995 2.46064 -1.80124  0.662
S1 -3.20369 3.04519 -0.77496  0.589
S2 -1.77400 0.07566 -3.72912  0.881
S3 -2.76130 -0.94070 0.16518  0.604
S4 2.16745 -1.00019 2.23556  0.999
O1 0.81669 -0.96541 1.60077  -0.730
O2 -0.92863 1.15197 -3.11418  -0.726
O3 4.41927 0.50820 -0.06026  -0.184
O4 3.17360 -0.04721 -0.51185  -0.567
N1 -0.74060 2.95545 0.25141  -0.123
N2 -0.93744 4.08629 -1.70235  0.098
N3 -1.19270 2.31568 1.41350  0.029
N4 -3.73532 -0.67954 2.66425  -0.161
N5 -5.27198 -0.84147 1.10964  0.014
C1 1.47125 -2.05007 6.61211  -0.083
C2 -2.15351 2.63097 -6.14531  -0.102
C3 3.50782 2.75818 -0.35580  -0.554
C4 -1.56462 3.36024 -0.74557  -0.935
C5 5.13787 2.21262 1.32350  -0.588
C6 0.50436 -2.37017 5.66619  -0.073
C7 4.83046 -3.94681 1.52191  -0.069
C8 3.50902 4.07706 0.10923  -0.691
C9 5.15099 3.52373 1.76468  -0.702
C10 1.88889 -1.43315 3.95834  -0.357
C11 -3.93116 -0.82162 1.33843  -0.839
C12 -0.92151 -0.46969 -5.23893  -0.349
C13 -2.46035 -0.79064 3.33062  -0.054
C14 4.31493 1.78483 0.26241  -0.349
C15 -6.02636 -0.44820 2.29230  -0.136
C16 -2.90478 2.39328 -4.83930  -0.287
C17 -4.98685 -0.65132 3.40255  -0.118
C18 -0.60280 -2.37936 -6.85682  -0.105
C19 2.85375 -1.09409 4.89327  -0.076
C20 2.10112 -3.52631 1.16590  -0.064
C21 -1.31629 -1.89631 -5.59894  -0.306
C22 2.67667 -4.72766 0.77741  -0.072
C23 2.64326 -1.41335 6.22783  -0.075
C24 0.71151 -2.05998 4.33082  -0.073
C25 4.31998 4.46954 1.16636  -0.718
C26 -3.18907 0.93995 -4.48872  -0.324
C27 4.26468 -2.74193 1.90929  -0.066
C28 4.03696 -4.93868 0.95976  -0.081
C29 2.90384 -2.55407 1.73638  -0.358
H1 -6.34757 0.59441 2.23294  0.119
H2 0.06026 3.98848 -1.82764  0.051
H3 -1.09974 2.36558 -6.05671  0.068
H4 -1.09194 -2.55824 -4.75937  0.107
H5 -1.12982 0.21824 -6.05604  0.074
H6 -2.58712 2.05609 -6.96775  0.077
H7 3.38869 -1.15379 6.96795  0.106
H8 -4.98832 0.16321 4.12738  0.123
H9 -1.48329 4.29704 -2.51822  0.077
H10 0.13822 -0.39351 -4.98587  0.103
H11 0.48006 -2.34952 -6.72542  0.077
H12 4.48255 -5.87581 0.65195  0.102
H13 4.87730 -1.94258 2.30956  0.099
H14 -1.67796 -0.86650 2.57711  0.030
H15 -0.02291 -2.28970 3.56908  0.096
H16 -0.41014 -2.86275 5.97196  0.103
H17 1.04453 -3.33023 1.02862  0.110
H18 -2.39941 -1.95063 -5.74784  0.105
H19 -6.90282 -1.07845 2.42995  0.113
H20 -3.50104 0.33712 -5.34637  0.093
H21 -3.97196 0.88560 -3.73153  0.084
H22 5.89393 -4.10605 1.64254  0.106
H23 -1.34979 1.33139 1.20047  0.003
H24 0.16358 3.39695 0.33204  0.114
H25 -2.19795 3.68468 -6.42170  0.074
H26 -2.27472 0.08771 3.95167  0.101
H27 -0.85331 -1.75157 -7.71379  0.076
H28 -2.34902 2.82288 -4.00503  0.063
H29 -5.13740 -1.59203 3.94239  0.124
H30 3.75466 -0.57778 4.58071  0.109
H31 -2.43678 -1.68110 3.96607  0.091
H32 -2.11480 2.69525 1.61940  0.046
H33 1.30623 -2.29215 7.65407  0.103
H34 -5.58521 -0.63049 0.17813  0.127
H35 2.06403 -5.49916 0.32872  0.104
H36 -3.86710 2.90830 -4.86264  0.114
H37 -0.88424 -3.40439 -7.09743  0.073

---

3.
# C29H37CoN3O

A structure of composition C29H37CoN3O in a non-equilibrium geometry (the ωB97M-V functional and the def2-TZVPD basis, the Open Molecules 2025 dataset).

Computed properties:
* total charge: -2
* 2S+1: 4
* energy above the lowest of the compared OMol25 structures with the same formula, charge and spin: 168.6 kcal/mol
* orbital gap (alpha / beta): 3.16 / 3.49 eV
* F_max: 9.44 eV/A

Each line ends with the Löwdin spin population.
CARTESIAN COORDINATES (ANGSTROEM)
Co1 0.15501 -0.36373 -0.43729  1.845
O1 -1.46905 3.02618 0.05960  0.001
N1 -4.41114 0.18591 -0.18996  0.007
N2 2.29797 -0.28314 -2.70687  0.002
N3 0.67909 0.83284 -3.60546  0.003
C1 1.04141 0.30749 -2.34848  0.013
C2 2.89672 2.07304 -1.03645  -0.001
C3 -2.02015 -2.40753 0.94288  0.429
C4 3.92429 1.02262 -1.33692  0.000
C5 1.45042 -0.91741 1.05828  0.004
C6 -2.44016 -1.02374 -0.38711  0.293
C7 0.86517 -0.23539 -4.43002  0.004
C8 7.60383 0.18406 -0.73152  0.000
C9 -0.71319 -0.24662 1.63430  0.021
C10 1.15063 1.48920 2.07089  0.006
C11 6.16309 0.05027 -1.12562  0.000
C12 -3.84727 1.97128 -2.26094  0.006
C13 -0.32026 3.59326 -0.59662  0.002
C14 -3.17340 0.17864 -0.73772  0.057
C15 4.46618 -1.18796 -2.33383  0.000
C16 0.54478 -2.00700 0.74977  0.000
C17 -1.88274 0.50584 2.15587  0.005
C18 3.92932 -2.43773 -2.95973  0.000
C19 0.64719 0.20942 1.51178  0.016
C20 -0.78381 -1.57630 1.10602  0.055
C21 0.92989 -3.41276 0.46278  0.012
C22 2.91583 -1.07774 1.23890  0.002
C23 -5.31759 1.06428 -0.54468  0.002
C24 3.58587 -0.12896 -2.06167  0.000
C25 5.76122 -1.08006 -1.87507  0.000
C26 -5.09361 2.00395 -1.56694  0.005
C27 5.24097 1.09788 -0.87530  0.000
C28 2.14282 -0.68610 -4.01674  -0.002
C29 -2.86079 1.03330 -1.87338  0.017
H1 -1.96074 0.74887 -2.42752  0.002
H2 -1.90388 -3.24823 0.25789  0.020
H3 3.63430 -2.32820 -4.01122  0.000
H4 0.17871 -0.85823 -5.04177  0.001
H5 8.03456 -0.80385 -0.53282  0.000
H6 -2.76830 0.43505 1.52124  0.000
H7 8.15250 0.63258 -1.57125  0.000
H8 2.18034 1.69058 1.74496  0.000
H9 3.27591 2.84571 -0.33944  0.000
H10 4.67045 -3.24631 -2.95439  0.000
H11 -5.88309 2.73536 -1.81687  0.000
H12 3.03509 -2.80924 -2.43308  0.000
H13 -3.67071 2.65642 -3.11342  0.001
H14 1.87109 -3.45452 -0.10156  0.000
H15 0.58553 3.51245 0.02409  0.000
H16 3.43141 -0.11202 1.14894  0.000
H17 1.99087 1.63110 -0.56570  0.000
H18 5.59467 2.00630 -0.32671  0.000
H19 6.50978 -1.87624 -2.10502  0.000
H20 0.17405 -3.95582 -0.11756  0.004
H21 7.72395 0.82637 0.14747  0.000
H22 1.13889 1.44017 3.17307  0.003
H23 -2.20406 0.12148 3.13501  0.004
H24 3.18650 -1.50250 2.22572  0.002
H25 2.90846 -0.99467 -4.74270  0.000
H26 -2.49957 -2.71121 1.86593  0.065
H27 0.52731 2.34253 1.75935  0.001
H28 3.34655 -1.75017 0.48152  0.000
H29 -2.00047 -1.36748 -1.39516  0.004
H30 -2.21327 3.29937 -0.45325  0.000
H31 -1.66679 1.57549 2.26686  0.000
H32 2.54529 2.59588 -1.93938  0.000
H33 -2.90649 -1.72558 0.37294  0.085
H34 -0.10519 3.09124 -1.55245  0.001
H35 -0.51915 4.65942 -0.76195  0.000
H36 -6.27931 1.03268 0.02842  0.000
H37 1.08122 -3.98554 1.39260  0.005